1.
A structure of composition C55H41I4N14Pb, computed with the ωB97M-V functional and the def2-TZVPD basis.

Summary:
- Energy: -116215.57373 eV
- Energy above the lowest of the compared OMol25 structures with the same formula, charge and spin: 0.0000 eV
- LUMO: 1.83 eV
- Gap between HOMO and LUMO: 5.13 eV
- Net charge: -1

Atoms and positions in Å:
N (2.6250, -3.0272, 3.5081)
C (-3.5951, 4.4646, -1.2249)
C (2.5564, 1.7551, -1.1548)
C (-4.1716, -1.2739, 4.7393)
C (3.8703, 1.5939, -5.8305)
H (-4.2008, -0.0369, 3.0269)
H (-0.7085, 6.3102, 3.1191)
H (-5.1732, 2.1671, -0.4499)
C (-3.0789, 1.3810, -0.7752)
N (-1.1035, -2.2753, -0.2900)
H (1.1717, -7.1102, -4.5025)
C (2.7125, -2.6101, -2.6683)
C (-3.4445, 3.3895, -2.0978)
H (4.0953, -1.0497, -3.4139)
C (1.4835, -2.4655, -1.9793)
I (-4.0461, -2.8500, 7.3404)
C (-0.5198, 3.1138, 2.1428)
H (-2.9060, -4.4062, 4.8891)
C (0.9084, -3.6179, 2.3074)
H (-0.3697, 5.3213, 0.3444)
H (1.9880, -5.0818, 3.6080)
H (-4.6155, -0.5096, 5.3653)
H (1.8621, -5.2559, 0.0268)
N (3.7703, -0.2898, 3.7537)
N (-0.2278, 1.4241, -1.9207)
C (-5.0511, 5.5589, -2.7713)
H (3.4089, -3.0602, 4.1320)
H (-4.0099, 2.5926, -4.0017)
C (-4.5393, 0.3736, 0.6172)
N (2.2977, 0.4511, 2.2907)
C (-3.9567, -1.0192, 3.3959)
C (-3.3701, -1.9698, 2.5135)
C (5.4265, 2.3029, -4.1333)
I (6.5011, 2.6075, -6.9466)
H (0.0969, -4.1395, 1.8167)
H (3.6262, 1.4285, -6.8706)
H (-2.0654, 5.4636, 2.3537)
N (-0.9213, 0.2398, 2.7936)
C (-2.4589, -4.0255, 0.2138)
C (-4.1145, 3.4251, -3.3152)
H (1.9969, 0.8415, -5.1149)
C (2.1544, -6.9532, -1.2571)
C (-3.2783, -0.3748, 0.5641)
C (3.2371, 1.4894, -3.4979)
C (1.7104, -5.6697, -0.9640)
C (4.4895, 1.9815, -3.1550)
C (1.3235, -6.7068, -3.5104)
H (-1.1618, -0.6851, 3.1424)
C (1.9531, -7.4579, -2.5330)
C (-3.8028, -2.4942, 5.2855)
C (2.2008, 1.0810, -2.4389)
H (-0.5266, 3.0562, 4.1762)
H (4.3011, -0.9069, 4.3384)
H (-0.4311, 3.0403, 0.2178)
C (1.8291, -4.1048, 3.1852)
C (-1.1560, 5.3295, 2.9574)
H (-4.4981, 6.3811, -0.8628)
H (6.3920, 2.6989, -3.8486)
H (-1.7937, 0.0827, 5.1778)
C (2.2131, -0.4539, -2.3554)
H (-1.4553, 4.9382, 3.9271)
N (1.2115, -1.1323, -1.8043)
C (-3.0038, -3.1959, 3.1306)
C (2.7283, -0.6048, 2.9274)
C (0.4558, 2.6315, -3.7085)
C (2.9498, 1.2776, -4.8428)
C (-1.0328, 1.1564, 3.6520)
H (-3.3152, -4.5504, 0.6125)
C (-0.8740, 2.9669, -3.4516)
N (-0.1794, 4.4725, 2.2960)
I (2.6218, -9.3947, -2.9889)
N (-2.4414, 0.2523, -0.2630)
C (5.1010, 2.1149, -5.4635)
C (0.8020, 1.6709, -2.7484)
H (-5.4341, 0.0668, 1.1374)
C (3.1814, -1.3262, -2.9089)
N (-1.3472, 0.9717, 5.0027)
Pb (-0.1101, -0.0798, 0.0839)
C (-4.3935, 5.5531, -1.5510)
H (-3.0815, 4.4344, -0.2697)
H (-1.8488, 1.7311, 5.4363)
N (-0.5719, 2.4762, 1.0523)
H (2.6441, -7.5480, -0.4976)
H (0.8686, 6.0258, 1.4051)
I (-6.2662, 7.1927, -3.2768)
C (0.3880, 5.0927, 1.1088)
C (-2.9986, -1.6553, 1.1539)
C (4.0060, 1.0603, 3.6130)
C (1.0704, -4.8952, -1.9278)
C (-0.5951, -3.4224, -0.9024)
N (1.1200, -2.2804, 2.0865)
C (0.8882, -5.4230, -3.1992)
C (-1.4730, -4.5253, -0.5791)
H (1.1437, 4.4404, 0.6728)
H (4.7921, 1.5647, 4.1485)
H (1.0853, 3.0528, -4.4751)
N (2.8257, 2.3644, -0.2155)
H (-1.3731, -5.5358, -0.9489)
C (-3.2156, -3.4549, 4.4752)
H (3.1859, -3.5406, -2.9508)
H (4.7495, 2.1145, -2.1125)
H (-1.4822, 3.6622, -4.0110)
C (2.1549, -1.9465, 2.8161)
C (-4.9219, 4.5029, -3.6585)
C (-1.2813, 2.1913, -2.3514)
C (0.6019, -3.5167, -1.5825)
H (-2.5096, -3.9580, 2.5406)
H (-5.4475, 4.5119, -4.6039)
C (3.0872, 1.4955, 2.7043)
H (0.3934, -4.8248, -3.9554)
N (-0.7827, 2.5081, 3.3760)
C (-2.5773, 2.2374, -1.7102)
C (-4.4153, 1.4375, -0.2047)
C (-2.1970, -2.6044, 0.3782)
H (2.9572, 2.4867, 2.2971)

---

2.
A structure of composition C55H44F2MnN5O2P2SSe2 in a non-equilibrium geometry, computed with the ωB97M-V functional and the def2-TZVPD basis.

Summary:
- Energy: -266157.60817 eV
- Energy above the lowest of the compared OMol25 structures with the same formula, charge and spin: 0.6648 eV
- Spin multiplicity: 6
- LUMO (alpha / beta): 2.21 / 2.21 eV
- Gap between HOMO and LUMO (alpha / beta): 6.76 / 7.76 eV
- Net charge: -1

Atoms and positions in Å:
C (3.3428, 5.4103, -2.9707)
C (4.6449, -0.5356, -1.9149)
C (7.7590, -5.6617, -2.9917)
H (-2.8332, 4.6179, -3.3167)
C (-1.1460, 4.6324, -1.9692)
C (-3.4287, 1.0810, 5.8907)
C (-4.2549, 2.0028, -0.9901)
C (-3.4526, -3.9824, 5.3955)
H (1.2313, 1.6048, 1.2008)
H (-4.8892, -1.3965, 2.9367)
H (-2.0074, -2.3211, -4.0644)
H (-3.0519, -4.7176, 6.0821)
H (2.2156, 3.0966, 2.4623)
H (-4.1051, 1.7222, 6.4419)
C (-6.5082, -1.7639, -1.2107)
H (5.8201, 2.8864, 0.1585)
H (-5.6678, -1.4257, 5.2698)
C (-1.6745, -0.5446, 4.4788)
C (-3.1949, 1.7505, -0.1367)
H (-6.8121, 1.0366, 1.0113)
N (0.5894, 0.0054, -2.5050)
C (-3.0231, -3.9698, 4.0771)
H (2.0268, 3.7580, -3.3736)
H (2.1425, 3.8157, 0.8499)
C (-2.0148, 4.0647, -2.8792)
F (-2.6582, 2.2186, -4.1206)
H (4.3676, 4.0883, 1.7765)
C (4.8077, 5.0165, -1.1323)
C (-3.5286, -3.0295, 3.1841)
H (5.5512, -0.9828, -4.3849)
C (-4.9231, -2.1394, 4.9406)
Se (-2.4890, -5.0927, 0.9187)
S (9.6149, -3.5492, -3.4433)
H (1.6828, -1.6490, -2.0511)
C (4.3472, 5.8589, -2.1266)
H (-3.7814, 2.0717, 4.0234)
C (-5.7266, -2.8011, 0.8122)
C (7.8121, -2.4878, -1.6504)
H (0.5727, 4.4679, -0.7512)
C (-1.6951, -1.9210, 1.0476)
C (-2.7109, 0.0919, 6.5503)
C (-4.4118, -2.5019, 0.4639)
C (-0.7586, 1.9806, -2.6665)
C (-1.3067, -1.6826, -3.5379)
H (4.4941, 2.3738, 2.1603)
C (6.6640, -1.8025, -1.3004)
H (7.3341, -5.6351, -3.9971)
C (-1.5977, -0.3163, -3.3812)
C (0.1495, 2.6019, -1.7771)
H (7.1805, -4.9780, -2.3768)
C (-5.7988, 1.2385, 0.6877)
O (10.1148, -6.0527, -3.0163)
H (-2.8344, -0.0456, 7.6175)
H (-5.9361, -3.3447, 1.7250)
C (-3.4334, 1.2257, 1.1352)
C (-3.2623, 1.2658, 4.5278)
P (-1.9478, 0.8631, 2.1141)
C (-5.5571, 1.7500, -0.5778)
H (7.5875, -2.2408, -5.0164)
C (4.2577, 3.7430, -1.0005)
N (3.2720, 3.3255, -1.8016)
C (2.5806, 2.9999, 1.4369)
H (-2.3141, -4.7050, 3.7174)
Se (-0.6853, 2.5630, 2.1828)
C (-1.2796, -0.5918, 1.3028)
H (-4.0577, 2.3981, -1.9791)
C (-6.7703, -2.4293, -0.0211)
C (-4.4099, -3.0753, 5.8261)
H (-6.3849, 1.9497, -1.2470)
C (7.3295, -2.1089, -3.9730)
O (2.1586, 1.7415, 0.9133)
C (-1.8350, -0.7186, 5.8447)
H (5.5975, 5.3265, -0.4596)
C (4.0951, 3.0846, 1.4333)
C (-5.1996, -1.4731, -1.5664)
C (-1.7894, 2.7427, -3.2086)
H (-4.7564, -3.0968, 6.8522)
Mn (1.8779, 1.3090, -1.3208)
H (4.5105, 1.7826, -0.2389)
H (-0.9849, -1.1720, 3.9271)
C (-4.1522, -1.8422, -0.7361)
C (-0.6067, 0.5106, -2.8901)
H (-7.3248, -1.4730, -1.8601)
N (-0.1319, -1.3942, -0.3104)
N (-0.9239, -2.3704, 0.0377)
H (4.7662, 6.8505, -2.2445)
H (2.9499, 6.0288, -3.7654)
H (-4.9845, -0.9504, -2.4899)
P (-3.0041, -3.1183, 1.4396)
C (5.8273, -1.2483, -2.2786)
C (-4.7374, 0.9703, 1.5420)
C (-2.3911, 0.4454, 3.8147)
C (-0.1508, -2.1973, -3.0284)
H (6.3972, -1.6795, -0.2591)
H (0.0964, -3.2470, -3.0906)
H (-3.1341, -1.6159, -1.0293)
C (8.1462, -2.6601, -2.9910)
C (3.6390, 0.0753, -1.5866)
H (-1.2764, -1.4921, 6.3555)
C (-0.0801, 3.9385, -1.4391)
H (-2.5442, 0.0805, -3.7076)
C (4.7342, 2.8031, 0.0696)
H (7.7024, -6.6739, -2.5992)
N (-0.2977, -0.3177, 0.4191)
C (-4.4747, -2.1120, 3.6298)
C (2.8336, 4.1419, -2.7615)
F (-1.3583, 5.9251, -1.6103)
H (8.4572, -2.8984, -0.8830)
C (0.6863, -1.3117, -2.3052)
C (9.2087, -5.2644, -3.0848)
H (-4.9357, 0.5910, 2.5336)
H (-7.7898, -2.6675, 0.2564)
C (6.1887, -1.4085, -3.6214)
H (-2.1777, 1.9594, -0.4553)

---

3.
A structure of composition C55H46BrN6O5STi in a non-equilibrium geometry, computed with the ωB97M-V functional and the def2-TZVPD basis.

Summary:
- Energy: -180956.37983 eV
- Energy above the lowest of the compared OMol25 structures with the same formula, charge and spin: 0.2648 eV
- Spin multiplicity: 3
- LUMO (alpha / beta): 1.91 / 1.91 eV
- Gap between HOMO and LUMO (alpha / beta): 5.14 / 7.76 eV
- Net charge: -1

Atoms and positions in Å:
C (0.7828, -4.9538, 1.4745)
H (5.5069, -0.5870, -1.1167)
H (1.5232, -1.1206, -3.1400)
C (-3.5288, -1.7831, -1.6364)
H (6.4863, 0.7974, 0.9566)
C (1.7176, -0.0954, -2.8787)
C (2.5968, -4.1843, -2.7674)
H (-2.0071, 1.6681, 5.2663)
H (3.2333, -3.1485, 3.8382)
C (2.6179, -3.1654, 1.0977)
H (-1.0242, -0.4466, 5.2812)
H (3.2495, -2.4479, -1.7716)
C (-1.6207, 1.8837, 1.4155)
C (0.2862, -4.7641, -2.5000)
H (1.7496, 2.3592, 3.9318)
C (-0.5770, -5.1866, 1.6532)
H (1.3916, 0.1195, 2.9183)
C (-1.5058, 2.0451, -0.0783)
O (2.1890, 5.9208, 1.1681)
C (4.6150, -0.1956, -0.6211)
H (-0.9263, -6.1901, 1.8675)
H (-3.7297, -0.0537, 0.4380)
C (1.7776, 1.5213, -1.2448)
H (-2.5428, -4.2668, 1.7858)
C (1.7357, 1.8490, 0.1709)
C (1.7532, 2.2433, 2.8562)
C (-2.5856, 1.4453, -3.0476)
H (3.5809, -4.3995, -3.1659)
H (-4.6078, 3.9090, -1.8874)
H (6.8254, 0.4872, 3.3899)
H (-0.5419, -5.4385, -2.6828)
C (-2.0029, 2.9995, 2.1643)
C (-6.7102, 0.2630, -2.0089)
C (-5.5541, 0.9893, -0.0301)
C (-4.5505, 0.0579, -0.2652)
C (1.1378, -2.7068, -1.4123)
H (4.5392, 0.8669, -0.8693)
C (-1.3873, 0.6733, 2.0735)
C (-5.7030, -0.6640, -2.2468)
C (1.1772, -3.6685, 1.1845)
C (-1.5116, 0.6102, 3.4775)
O (3.5431, -3.9389, 1.2466)
H (-0.8645, -3.4970, -1.2826)
S (-2.0203, -1.2926, -2.5337)
H (-5.7799, -1.3343, -3.0981)
N (0.2933, -2.6862, 1.1271)
C (-1.2246, -0.6631, 4.2308)
H (-7.4094, 1.8315, -0.7176)
H (-2.4767, 2.3140, -0.5083)
C (-1.7562, -1.5670, 1.4967)
Br (1.7913, -6.5738, -4.1141)
H (-2.4379, 5.1185, -1.8176)
C (1.5343, -5.0283, -3.0303)
O (-2.9603, -1.6371, 1.7604)
H (2.9805, -1.7160, 4.8462)
H (2.2737, 0.4825, -4.8607)
C (-2.1538, 2.9386, 3.5379)
H (1.9647, -2.0061, 3.4252)
N (2.6619, -1.7958, 0.9930)
C (-4.6110, -0.7689, -1.3870)
N (2.2389, 5.5578, -0.0353)
H (-2.1829, 3.9327, 1.6384)
C (-1.3748, 2.1304, -3.0050)
H (-2.4523, 3.8168, 4.0992)
C (1.5497, 0.9955, 2.3040)
C (5.7857, 0.2003, 1.5341)
Ti (0.9139, -1.0409, 0.1107)
C (-0.9893, -2.8736, 1.3476)
H (-0.4671, 1.6281, -3.3198)
C (2.1369, 4.2058, -0.3671)
H (1.5289, -5.7336, 1.5396)
C (2.3800, -3.0601, -1.9730)
H (2.6061, 2.8773, -4.2410)
H (-3.6569, -0.2422, -3.8705)
C (2.1224, 0.8270, -3.8447)
H (-2.0742, -1.3495, 4.1779)
H (-4.7006, 1.5834, -2.6866)
C (1.9339, 3.1637, 0.6321)
N (1.5653, 0.2365, -1.5964)
C (2.3145, 2.1362, -3.5035)
C (0.1238, -3.6272, -1.7148)
H (2.0698, 4.3156, 2.4385)
H (-0.3676, 3.9634, -2.5285)
H (-0.3611, -1.1885, 3.8155)
C (-6.6323, 1.0990, -0.9009)
C (2.2656, 3.8634, -1.7166)
H (-3.1081, -2.1262, -0.6874)
N (-0.9402, -0.5083, 1.4038)
O (-1.0926, -0.6789, -1.5180)
C (-3.6957, 3.4168, -2.2063)
C (-1.9026, 1.7368, 4.1872)
H (-1.9992, -0.0620, -4.4698)
H (-7.5503, 0.3350, -2.6897)
H (5.1786, -0.8514, 4.6818)
H (-5.4926, 1.6259, 0.8459)
H (-0.8123, 2.8539, -0.3259)
C (-2.4825, 4.0936, -2.1665)
C (2.1184, 2.5407, -2.1572)
C (-1.4839, -4.1387, 1.6079)
C (5.9749, 0.0347, 2.8920)
H (-3.9016, -2.6475, -2.1930)
C (-2.6404, 0.0451, -3.5934)
C (3.9647, -1.3048, 2.9830)
C (1.9279, 3.3301, 2.0328)
C (2.9794, -2.0833, 3.8191)
H (-1.1768, 1.1366, -0.5690)
H (2.4937, 4.6476, -2.4230)
C (5.0541, -0.7167, 3.6106)
N (1.5257, 0.8052, 0.9940)
O (2.3783, 6.3897, -0.9599)
C (3.8022, -1.1687, 1.5923)
C (-1.3203, 3.4461, -2.5674)
C (-3.7464, 2.0996, -2.6443)
H (3.7543, -0.6954, -1.0337)
C (4.7135, -0.3953, 0.8680)

---

4.
A structure of composition C55H46F3N4OPPdSSb, computed with the ωB97M-V functional and the def2-TZVPD basis.

Summary:
- Energy: -104058.07839 eV
- Energy above the lowest of the compared OMol25 structures with the same formula, charge and spin: 0.0600 eV
- Spin multiplicity: 5
- LUMO (alpha / beta): -7.70 / -10.28 eV
- Gap between HOMO and LUMO (alpha / beta): 7.69 / 5.57 eV
- Net charge: +3

Atoms and positions in Å:
C (6.4716, 0.5449, -0.1756)
C (-1.5755, 3.1339, -0.8773)
Pd (-0.1830, 0.5321, -0.1378)
H (3.4278, 0.2244, 4.8698)
H (-1.6620, 0.6148, -2.9611)
H (-2.0628, 3.2548, 6.0726)
C (2.2657, -0.6366, 1.8303)
H (-0.4984, 1.3439, 6.0849)
C (-3.7264, -0.6470, 0.9942)
O (-0.4264, -1.0061, -1.8021)
C (1.4739, 2.7432, -3.3778)
H (5.3903, -0.7838, -1.4367)
C (3.3212, 2.3373, -5.4320)
C (-3.1522, 1.6636, 3.2941)
C (4.0927, 1.9774, 0.0776)
H (-2.4871, 5.0669, -1.1292)
C (-1.8783, 1.6117, -2.6003)
C (-0.0086, -4.3822, -2.0157)
H (-4.4275, -3.7326, 5.4175)
H (4.1371, -4.6181, -1.8273)
C (-2.6246, 2.5202, -3.3346)
C (4.1349, 0.8164, -0.6978)
C (2.3720, -1.8518, -3.8871)
C (2.1065, 1.3775, 3.6365)
C (3.2459, 1.4378, -4.3830)
N (-0.9015, -0.8466, 1.2806)
Sb (2.4219, 0.2899, -1.7593)
H (0.9118, 4.5247, -4.4641)
H (-2.7618, -5.5248, 5.1149)
C (-4.6070, -1.7179, 0.8491)
C (6.3963, 1.6946, 0.5898)
H (0.7669, 2.9173, -2.5766)
N (1.5268, 0.4262, 1.5280)
H (-4.2482, -1.6461, 4.1313)
H (3.6856, -2.4131, -0.7949)
N (-1.3649, 1.9113, -1.4078)
H (4.0280, 2.2120, -6.2388)
H (-1.6764, 5.3985, 0.7510)
C (3.2695, -4.0479, -3.6964)
H (-3.7731, 3.4446, 4.3057)
F (2.5322, 4.2919, -6.4341)
P (-2.3585, -0.7687, 2.1316)
C (1.4253, 1.4197, 2.4255)
C (-4.8990, 0.5455, -0.7379)
H (0.8103, -3.9150, -2.5652)
H (3.9198, 0.5904, -4.3779)
C (-3.0663, 2.6267, 4.2882)
S (-1.3983, -2.1570, -1.4479)
C (-1.6323, -4.4533, 3.6450)
H (3.1750, 2.5488, 0.1705)
H (-3.4275, 4.5124, -3.3391)
C (-2.2650, 0.5888, 3.2920)
H (-3.2101, 1.3256, 0.3028)
C (-1.2642, -4.4293, -2.8796)
C (1.5441, 3.6504, -4.4218)
H (-1.0691, -2.4328, -3.7345)
C (-2.6800, -4.6134, 4.5396)
H (2.3676, -3.3043, -5.4858)
H (7.4134, 0.0235, -0.2676)
C (2.9681, -0.7600, 3.0153)
H (-6.5862, -0.4684, -1.5898)
H (0.4492, -3.0517, -0.2856)
C (-0.3804, -3.5163, -0.8191)
C (5.3277, 0.1025, -0.8207)
H (-3.9414, 1.7322, 2.5573)
H (-2.0445, -5.0116, -2.3854)
C (-1.0548, 4.6006, 1.1278)
H (-2.7494, -2.8379, -3.3121)
H (1.8788, -1.0905, -4.4794)
H (2.0196, 2.1847, 4.3464)
F (3.5175, -5.2316, -4.2417)
C (-3.8786, 0.4838, 0.1927)
C (2.4648, 3.4262, -5.4312)
C (-2.4733, -2.2753, 3.0718)
C (-1.2229, 1.4442, 5.2887)
H (5.2284, 3.3288, 1.3215)
C (-1.5262, -3.2837, 2.9070)
H (-3.0152, 2.2422, -4.3009)
C (-2.3230, 4.0883, -1.5507)
H (0.3195, -5.3715, -1.6990)
C (3.3828, -2.5920, -1.8203)
N (-0.1617, 2.4134, 0.9278)
C (-1.7073, -2.9777, -3.0356)
H (-0.6456, -0.3812, 4.3376)
C (2.6341, -3.0825, -4.4622)
H (2.2985, -1.4276, 1.0874)
C (2.7639, -1.5904, -2.5723)
H (-0.7000, -3.1372, 2.2255)
C (0.5488, 2.5686, 2.0468)
C (-5.7771, -0.5239, -0.8750)
C (-3.5187, -2.4337, 3.9843)
H (-0.8939, -5.2342, 3.5320)
H (-4.5029, -2.5996, 1.4668)
C (-3.6208, -3.6042, 4.7107)
C (3.6451, -3.8307, -2.3794)
C (2.3168, 1.6395, -3.3593)
C (2.8922, 0.2752, 3.9334)
C (-5.6309, -1.6515, -0.0835)
C (5.2254, 2.4264, 0.7281)
H (-0.4287, 5.6949, 2.8586)
F (7.4875, 2.1223, 1.2112)
C (0.4732, 3.7541, 2.7715)
H (-1.0965, -4.8797, -3.8568)
C (-1.3045, 0.4788, 4.3021)
C (-0.3503, 4.7678, 2.3096)
C (-2.1052, 2.5180, 5.2825)
C (-0.9273, 3.4013, 0.4424)
C (-2.8508, 3.7762, -2.7968)
H (-6.3235, -2.4748, -0.1817)
H (1.0499, 3.8950, 3.6713)
H (3.5602, -1.6421, 3.2082)
H (-1.0049, -4.0489, -0.1009)
H (-5.0234, 1.4306, -1.3452)